No. 1
11
Properties=species:S:1:pos:R:3:forces:R:3 method="wB97M-V/def2-TZVPD" total_charge=0 e_tot_ev=-22744.447 relative_energy_ev=1.290 e_homo_ev=-10.0
C 0.800042 1.311541 -1.632852 0.55 -1.06 0.97
C 0.144925 0.899219 -0.391541 -2.13 3.08 -0.78
N 1.445449 1.515239 -2.551592 0.23 0.39 -0.83
N -0.438781 -1.803351 -0.407311 -1.55 -1.77 -0.94
O -1.431528 -1.328551 -0.744272 0.48 -0.23 0.28
O -0.218869 0.044940 2.005923 0.01 0.90 -6.34
F -0.646927 -2.448442 1.037079 0.01 -0.08 -0.17
S 0.905308 -0.359717 0.518912 -0.86 1.61 4.14
H 0.066853 1.910030 0.206433 -0.22 -2.27 -0.73
H -0.883827 0.499891 -0.755043 1.16 0.97 1.06
H 0.257356 -0.240800 2.714264 2.33 -1.53 3.35


No. 2
117
Properties=species:S:1:pos:R:3:forces:R:3 method="wB97M-V/def2-TZVPD" total_charge=+1 e_tot_ev=-163310.591 spin_multiplicity=3 relative_energy_ev=0.144 e_homo_ev="-8.7 / -9.7"
Pt 0.570787 -0.106629 0.153165 0.45 -0.50 -0.51
O 3.199899 -0.741005 2.303950 0.25 -0.55 0.06
C 2.771364 -0.636324 3.598531 -0.36 0.30 0.27
C 3.513876 -0.996963 4.717598 0.17 -0.14 -0.04
C 3.018679 -0.760285 5.988340 -0.04 0.02 -0.01
C 1.771995 -0.179677 6.163164 -0.07 0.00 0.02
C 1.002277 0.103810 5.051537 0.04 -0.05 -0.04
C 1.479023 -0.140893 3.763114 0.01 -0.15 -0.23
P 0.292061 0.149554 2.397441 0.22 0.06 0.29
C -0.165587 1.854817 2.851801 -0.09 0.04 -0.26
C -1.387331 2.205508 3.415872 0.06 -0.04 -0.02
C -1.630111 3.524550 3.776707 0.00 0.03 -0.01
C -0.648234 4.487233 3.598619 -0.08 -0.01 0.04
C 0.576622 4.138145 3.043823 0.04 0.05 -0.04
C 0.813976 2.829632 2.660994 -0.05 -0.04 0.02
C -1.124631 -0.881143 2.903921 -0.06 -0.01 -0.17
C -1.024595 -1.944959 3.797959 0.01 0.11 0.00
C -2.128297 -2.750658 4.047487 -0.01 -0.05 0.01
C -3.333224 -2.510964 3.403967 0.01 -0.02 0.02
C -3.435804 -1.465515 2.495842 -0.02 0.00 -0.08
C -2.336120 -0.665403 2.240287 0.09 0.13 0.06
C 4.387052 -0.202749 1.872618 0.19 0.35 -0.33
C 5.590825 -0.195305 2.562166 0.00 -0.09 0.20
C 6.728451 0.327453 1.965317 -0.05 0.04 -0.06
C 6.681622 0.851904 0.685444 0.03 -0.01 -0.01
C 5.477598 0.861337 0.003046 0.03 0.05 0.06
C 4.325720 0.346151 0.589988 -0.30 0.10 0.16
P 2.811381 0.171518 -0.415225 -0.14 -0.16 0.12
C 3.012258 1.479349 -1.653478 -0.14 0.08 0.02
C 2.847042 1.264390 -3.018684 0.01 0.01 0.06
C 2.928194 2.330089 -3.902313 0.00 0.06 -0.04
C 3.152055 3.615607 -3.430963 0.01 -0.02 -0.02
C 3.296301 3.838853 -2.068445 0.00 0.06 0.05
C 3.224776 2.776609 -1.183676 0.01 -0.10 0.01
C 3.212864 -1.429628 -1.199814 -0.19 -0.03 -0.03
C 4.179988 -1.527905 -2.198215 -0.02 0.05 0.05
C 4.449252 -2.753235 -2.786578 0.05 0.00 -0.05
C 3.769694 -3.891014 -2.376391 -0.01 -0.02 0.03
C 2.843858 -3.808677 -1.347483 0.02 -0.04 0.00
C 2.571912 -2.584904 -0.755609 0.07 0.08 -0.04
H 4.466167 -1.490909 4.617946 -0.03 -0.01 -0.05
H 3.619239 -1.028950 6.846923 0.00 -0.03 0.00
H 1.391131 0.021955 7.154890 0.01 0.01 -0.01
H 0.010249 0.519914 5.169575 -0.02 0.00 0.08
H -2.145856 1.451362 3.581988 -0.02 0.07 0.01
H -2.589444 3.796619 4.197057 0.02 0.00 0.05
H -0.834871 5.508075 3.904822 0.01 0.01 -0.04
H 1.340792 4.892625 2.908699 0.02 -0.03 0.00
H 1.768412 2.548877 2.226794 0.02 0.05 -0.01
H -0.092452 -2.152114 4.304229 0.03 0.00 0.02
H -2.039519 -3.569955 4.748849 -0.01 0.00 -0.01
H -4.190859 -3.139547 3.604568 0.01 -0.01 0.00
H -4.364108 -1.289184 1.967177 -0.01 0.02 0.04
H -2.408490 0.135712 1.512780 -0.04 -0.09 0.00
H 5.681367 -0.594103 3.557024 -0.03 0.00 -0.05
H 7.660699 0.310540 2.513487 0.00 0.01 0.01
H 7.575453 1.244676 0.220794 -0.02 0.02 -0.01
H 5.427266 1.285946 -0.989931 0.04 -0.02 -0.01
H 2.645916 0.269792 -3.387348 0.02 -0.01 -0.02
H 2.816531 2.156149 -4.964793 -0.01 -0.01 0.01
H 3.219129 4.442909 -4.125149 -0.01 0.00 0.00
H 3.462504 4.841491 -1.696602 0.01 -0.01 0.00
H 3.337982 2.946978 -0.118307 0.01 0.06 -0.01
H 4.725230 -0.649510 -2.518931 0.00 0.00 -0.04
H 5.191496 -2.820421 -3.571275 0.00 0.02 0.01
H 3.973818 -4.843126 -2.848082 0.00 0.00 0.00
H 2.329221 -4.698832 -1.008509 0.01 0.01 0.02
H 1.870993 -2.518441 0.064696 -0.11 -0.03 -0.03
Br -8.282943 -1.193461 -0.642941 0.10 -0.05 -0.04
C -6.946204 -2.055251 -1.672485 -0.06 0.02 -0.02
C -6.003890 -1.288778 -2.348117 -0.10 0.05 0.13
C -5.021565 -1.911372 -3.087527 0.09 -0.16 -0.07
C -4.980177 -3.320039 -3.175357 -0.39 0.75 -0.04
C -5.970318 -4.071133 -2.515972 0.18 -0.02 -0.11
C -6.935239 -3.443483 -1.759161 -0.05 0.03 0.08
N -4.012951 -3.988357 -3.857581 0.31 -1.35 0.55
N -2.989493 -3.417496 -4.355305 -0.11 0.98 -0.83
C -1.992118 -2.805231 -3.736947 0.18 -0.29 0.40
C -1.103796 -1.996186 -4.486769 -0.25 -0.16 -0.04
C -0.216416 -1.150984 -3.870080 0.12 0.29 0.35
C -0.154761 -1.036512 -2.467327 -0.26 -0.25 -0.44
O 0.584863 -0.125927 -1.892132 0.31 -0.02 0.34
C -0.923512 -1.947713 -1.690559 -0.07 -0.21 -0.14
N -0.741223 -1.922232 -0.342037 -0.05 0.61 0.27
C -1.257489 -2.890944 0.391313 0.15 0.02 0.13
C -2.021405 -3.921226 -0.149173 -0.05 -0.12 -0.28
C -2.312482 -3.902076 -1.497331 0.03 -0.08 0.27
C -1.776590 -2.894551 -2.301798 0.10 0.26 -0.12
H -6.054161 -0.209316 -2.294510 0.02 0.00 0.00
H -4.289239 -1.321500 -3.623989 -0.01 -0.01 0.00
H -5.943950 -5.149430 -2.602164 -0.01 0.00 -0.01
H -7.678885 -4.024314 -1.231218 -0.02 0.01 -0.03
H -1.203843 -2.011651 -5.563947 0.02 0.01 0.01
H 0.404479 -0.486393 -4.457948 0.03 -0.03 -0.01
H -1.038812 -2.878121 1.451283 -0.07 0.07 -0.05
H -2.377549 -4.717375 0.488628 -0.01 0.03 0.02
H -2.909103 -4.684022 -1.946175 -0.05 0.02 0.03
C -0.342513 3.057279 -0.842198 -0.09 0.08 -0.07
C -1.045504 4.368751 -1.288026 0.00 -0.12 0.02
N -2.432042 4.085757 -1.649254 -0.10 0.20 -0.03
C -3.109914 3.502764 -0.495926 0.09 -0.06 -0.02
C -2.452438 2.141291 -0.142430 -0.02 0.15 -0.13
N -1.263742 1.919133 -0.977435 -0.10 -0.10 0.21
C -1.686479 1.846779 -2.381719 -0.04 0.02 -0.06
C -2.464825 3.139318 -2.760350 0.07 -0.08 0.06
H -0.034184 3.117812 0.199095 0.08 -0.01 0.10
H 0.538042 2.845179 -1.451417 -0.01 -0.02 0.04
H -0.546154 4.816837 -2.149551 -0.01 0.01 0.01
H -1.051605 5.101599 -0.478054 0.04 0.03 -0.05
H -4.170658 3.394677 -0.729807 0.00 -0.02 0.03
H -3.013303 4.201573 0.338062 -0.08 0.01 -0.01
H -3.142056 1.308526 -0.309952 0.01 -0.01 -0.01
H -2.141219 2.127850 0.899772 0.01 0.01 0.10
H -2.304570 0.954924 -2.516055 0.04 -0.02 0.00
H -0.789454 1.734658 -2.992603 -0.02 -0.07 0.02
H -3.509629 2.919676 -2.988086 0.00 0.01 -0.02
H -2.024389 3.619515 -3.635895 -0.02 -0.01 -0.01


No. 3
17
Properties=species:S:1:pos:R:3:forces:R:3 method="wB97M-V/def2-TZVPD" total_charge=0 e_tot_ev=-239601.530 e_homo_ev=-7.1
C 2.717145 0.315339 -0.031633 0.33 -0.16 0.09
C 1.441415 -0.309213 -0.145096 -0.55 -0.25 -0.26
Br 1.309405 -1.552419 -1.561938 -0.05 0.16 0.00
C 0.355414 -0.118667 0.650464 0.26 -0.09 0.19
Br 0.340990 1.132106 2.055778 -0.22 0.08 0.00
S -1.059953 -1.062780 0.381003 0.63 -0.62 -0.06
P -2.545312 0.148565 -0.613213 -1.37 0.00 -1.08
O -3.136739 -0.712813 -1.620474 0.26 -0.41 -0.01
O -1.828574 1.420416 -1.159313 0.36 0.03 0.53
O -3.584801 0.673507 0.451130 0.51 0.19 0.54
H 3.482944 -0.583356 0.045961 -0.19 0.39 -0.08
H 2.940615 0.851741 -0.947781 0.33 0.00 -0.14
H 2.821811 0.926558 0.850442 -0.01 0.28 0.13
H -1.551760 -1.239845 1.624855 -0.19 0.39 0.00
H -1.916489 2.173217 -0.559791 0.24 0.32 -0.02
H -4.389201 0.152634 0.357439 -0.43 -0.05 0.10
Br 4.603084 -2.214996 0.222173 0.11 -0.25 0.05


No. 4
16
Properties=species:S:1:pos:R:3:forces:R:3 method="wB97M-V/def2-TZVPD" total_charge=0 e_tot_ev=-4342.112 relative_energy_ev=0.416 e_homo_ev=-11.7 smiles=CC.CC
C 2.081846 -1.676147 -0.776101 1.45 0.06 -0.08
C 0.707991 -1.478215 -1.391650 -0.52 -0.44 0.82
H 2.262131 -2.562546 -0.159418 -0.69 -0.23 -0.28
H 2.826719 -1.741842 -1.573995 0.05 -0.05 0.05
H 2.459313 -0.900384 -0.108341 -0.41 0.51 -0.24
H 0.207117 -2.446776 -1.424383 -0.13 0.05 -0.23
H 0.074269 -0.836598 -0.779411 0.02 0.03 0.01
H 0.710674 -1.066997 -2.395580 0.25 0.06 -0.07
C -1.276574 1.501270 1.807312 0.89 0.79 0.26
C -1.638508 1.660851 0.313919 0.06 -0.52 0.74
H -0.807433 0.548474 2.044425 -0.15 -0.16 -0.12
H -0.506389 2.251556 2.016421 0.07 -0.14 0.14
H -2.008753 1.708431 2.586600 -0.55 -0.19 -0.44
H -1.480428 0.707073 -0.177840 -0.10 -0.06 -0.27
H -0.944654 2.374474 -0.119191 -0.21 0.11 -0.29
H -2.667322 1.957377 0.137234 -0.04 0.17 -0.01


No. 5
38
Properties=species:S:1:pos:R:3:forces:R:3 method="wB97M-V/def2-TZVPD" total_charge=+3 e_tot_ev=-55827.235 e_homo_ev="-18.5 / -18.5"
Cr 1.394702 0.277468 -0.905290 -0.26 -0.72 1.86
C 3.799979 -2.035869 1.766595 -0.61 -0.82 2.01
C 2.920243 -0.941144 1.331399 0.01 -0.22 0.99
O 2.714504 -0.841969 0.088189 -0.67 0.61 -0.35
C 2.331983 -0.122769 2.440572 -0.57 0.09 -2.04
C 1.182939 0.601472 2.352442 1.68 -0.24 -1.33
C 0.596120 1.450714 3.392362 -1.45 -0.32 0.30
N 0.542419 0.491028 1.027583 -1.38 -0.76 -0.02
N -0.675024 0.196031 1.082011 0.90 0.32 2.01
C -1.298197 -0.027907 -0.153946 -2.77 1.21 -0.01
O -0.536562 -0.152199 -1.124118 1.32 -0.41 -2.05
C -2.764668 0.091107 -0.159144 2.62 0.59 0.46
C -3.436215 0.051039 1.072148 -0.23 -0.79 -0.28
C -4.810852 0.149713 1.097742 1.21 -0.34 2.04
C -5.488404 0.395387 -0.053654 -0.68 0.79 -1.18
C -4.824613 0.632956 -1.268114 -1.21 -0.58 -0.32
C -3.494003 0.478871 -1.293992 1.44 0.10 -1.93
H 4.547489 -2.368954 1.118269 0.93 -0.22 -1.54
H 3.160685 -2.923043 1.973611 -0.20 0.30 -0.47
H 4.266254 -1.991744 2.761621 -0.20 0.87 -0.21
H 2.945106 -0.196738 3.307274 -0.09 0.22 0.85
H 1.319978 1.565393 4.203703 -0.48 -0.18 0.08
H -0.378448 0.949649 3.674762 1.06 0.44 0.32
H 0.262133 2.445901 3.067426 0.39 -0.22 -0.32
H -2.880584 -0.208694 1.941763 0.11 -0.02 0.65
H -5.208116 0.000785 2.098667 -0.74 0.18 -0.47
H -6.539646 0.539801 -0.121241 -0.86 -0.25 0.55
H -5.418429 0.801080 -2.185778 0.56 0.26 0.71
H -2.986584 0.733189 -2.220943 0.18 -0.37 0.10
N 2.027779 -0.852052 -2.616759 0.13 -0.18 0.86
C 1.865179 -0.196289 -3.925915 -0.41 0.12 1.47
C 2.658198 1.017315 -4.150653 -0.52 0.21 -0.02
O 3.095374 1.981873 -4.467581 0.40 0.04 0.08
O 1.859385 1.609043 -1.406821 0.18 0.49 -0.34
H 2.959973 -1.245192 -2.396062 -0.24 0.45 -0.55
H 1.416449 -1.675545 -2.575123 -0.06 0.15 -0.45
H 0.822805 0.133302 -4.017109 0.00 0.24 -0.08
H 2.050675 -0.812994 -4.755881 0.52 -1.08 -1.38


No. 6
56
Properties=species:S:1:pos:R:3:forces:R:3 method="wB97M-V/def2-TZVPD" total_charge=0 e_tot_ev=-31850.858 relative_energy_ev=1.398 e_homo_ev=-8.3 smiles="CCN(CC)CCNC(=O)c1ccc(-n2c(C)cc3c2CCCC3=O)cc1"
C -4.016615 -1.812691 -1.952161 -0.12 -0.11 0.25
H -3.301405 -2.632315 -1.963028 0.14 -0.04 -0.03
H -3.472210 -0.873483 -1.903290 0.10 0.11 -0.04
H -4.581113 -1.828251 -2.880144 -0.04 0.01 -0.10
C -4.970039 -1.968805 -0.768966 0.03 0.13 -0.27
N -6.003701 -0.956551 -0.782558 0.00 -0.14 -0.10
C -5.581461 0.399448 -0.521368 0.11 0.10 0.12
H -4.977945 0.746467 -1.366676 -0.02 0.13 0.08
C -4.770610 0.668774 0.771468 -0.31 0.11 -0.23
N -3.343665 0.547371 0.583214 -0.01 -0.37 -0.04
C -2.532398 1.627736 0.515584 0.01 -0.16 0.03
O -2.935674 2.768106 0.641968 0.02 0.22 0.03
C -1.083964 1.319930 0.309483 0.32 0.11 -0.07
C -0.628955 0.238644 -0.438673 -0.11 0.12 0.16
C 0.725858 0.031081 -0.613295 0.24 0.08 0.02
C 1.649540 0.894927 -0.032312 -0.66 0.04 0.06
C 1.199014 1.980736 0.713215 0.09 -0.17 -0.06
C -0.155250 2.193694 0.868445 -0.19 -0.04 -0.07
H -0.520325 3.039481 1.430710 -0.03 0.08 0.04
H 1.912112 2.645838 1.174052 0.09 0.05 0.05
N 3.025345 0.664364 -0.199057 0.25 -0.14 -0.04
C 3.661441 -0.506737 0.075900 0.50 -0.41 0.12
C 5.006617 -0.346654 -0.197964 -0.48 0.45 -0.09
C 5.176804 0.981829 -0.677499 -0.21 -0.04 0.09
C 3.953535 1.582559 -0.663271 0.45 0.31 -0.27
C 3.572224 2.951715 -1.105091 -0.01 0.01 0.08
H 4.281915 3.297484 -1.852519 0.00 0.03 -0.04
H 2.572446 2.959335 -1.536165 -0.02 0.09 -0.07
H 3.591642 3.659425 -0.275370 -0.07 0.09 -0.01
H 6.103190 1.416334 -0.993172 0.17 0.16 -0.11
C 5.986112 -1.395747 0.005946 -0.09 -0.49 0.15
O 7.173062 -1.287935 -0.220857 0.01 0.09 -0.03
C 5.377659 -2.697706 0.517979 0.19 -0.04 0.17
C 4.160648 -2.477503 1.413552 -0.09 -0.09 -0.16
H 3.784895 -3.439086 1.769070 0.01 0.04 0.04
C 3.057485 -1.735016 0.655058 -0.03 -0.03 0.19
H 2.223428 -1.487726 1.317120 0.00 -0.04 -0.06
H 2.672307 -2.383053 -0.140711 -0.08 -0.01 0.04
H 4.457405 -1.887781 2.283772 -0.04 -0.02 0.04
H 6.152083 -3.258205 1.043720 0.03 0.03 -0.10
H 5.086880 -3.279983 -0.362324 0.01 -0.05 -0.03
H 1.075207 -0.792403 -1.217111 0.05 -0.06 -0.07
H -1.324049 -0.432090 -0.922616 -0.09 -0.06 -0.05
H -2.951052 -0.375353 0.497954 0.09 0.13 0.07
H -4.941153 1.701627 1.083648 -0.02 -0.15 0.05
H -5.083875 -0.004630 1.571668 -0.01 0.08 -0.01
H -6.482593 1.013934 -0.494531 0.00 0.04 -0.04
C -7.273249 -1.357057 -0.218521 -0.11 -0.08 0.19
C -7.328353 -1.588665 1.297555 0.01 0.07 -0.33
H -8.297203 -2.003970 1.563730 -0.10 -0.05 0.10
H -6.559091 -2.292010 1.608951 0.08 -0.07 0.10
H -7.199230 -0.656222 1.841193 0.02 0.06 0.12
H -8.006046 -0.590438 -0.485995 -0.03 -0.08 -0.04
H -7.568120 -2.282182 -0.724215 -0.07 0.07 0.01
H -4.393551 -1.981188 0.173000 -0.05 -0.11 0.03
H -5.463556 -2.940377 -0.853386 0.05 0.01 0.11